(1)
Computed, not measured: a 3-piece molecular cluster, C6H16O2 overall in a non-equilibrium geometry, with ωB97M-V/def2-TZVPD.

XYZ file:
```
24
C6H16O2 ωB97M-V/def2-TZVPD
C 2.17789 -0.62886 -0.21452
C 1.74719 -0.08168 -1.57646
C 0.34838 0.57420 -1.46202
C 0.39293 1.71067 -0.49595
C 0.56702 3.00568 -0.78589
C -0.14042 1.45735 0.91981
H 1.73430 -0.35797 0.72438
H 3.26068 -0.41517 -0.00996
H 1.97351 -1.70687 -0.16798
H 2.47143 0.59541 -1.98651
H 1.73329 -1.01615 -2.15743
H 0.05844 0.86599 -2.46774
H -0.44867 -0.07182 -1.07571
H 0.25609 3.79998 -0.08231
H 0.97545 3.40272 -1.68105
H 0.04688 2.24829 1.59626
H -1.21855 1.45746 0.82048
H 0.07543 0.45438 1.27329
H -0.90888 -5.15480 1.42384
H -0.52566 -5.75123 2.75499
O -0.36191 -5.87544 1.78317
H -4.24721 0.75678 1.52950
H -5.46189 0.41005 0.62804
O -4.50573 0.32104 0.70978
```

Summary:
total charge = -1
orbital gap (spin up / spin down) = 2.29 / 9.55 eV
2S+1 = 2
LUMO (spin up / spin down) = 3.30 / 3.36 eV
M = 120.19 u
energy above the lowest of the compared OMol25 structures with the same formula, charge and spin = 1.333 eV
HOMO (spin up / spin down) = 0.0371 / -0.2274 hartree

Mulliken atomic charge list, values in e, 5 entries:
1 C -0.962
2 C -0.357
3 C -1.328
4 C 1.320
5 C -0.897

(2)
Computed, not measured: C44H33BCoN5O6P2Se3 as an isolated structure, with ωB97M-V/def2-TZVPD.

XYZ file:
```
95
C44H33BCoN5O6P2Se3 ωB97M-V/def2-TZVPD
Co 0.38986 0.61238 0.25416
C -4.04502 2.11392 3.60507
C -3.96043 3.05707 2.58110
C -3.13072 2.85747 1.49024
C -2.33937 1.69783 1.39898
C -2.43095 0.76338 2.43304
C -3.27263 0.96309 3.51403
N -1.52401 1.41389 0.30606
N -1.78426 2.18931 -0.74533
C -1.29169 1.78207 -1.95086
C -0.94619 2.80597 -2.85909
C -0.36685 2.51153 -4.06578
C -0.13991 1.17997 -4.44280
C -0.55137 0.17062 -3.60710
C -1.16803 0.42381 -2.36369
H -4.71441 2.26725 4.44426
H -4.55937 3.96067 2.63039
H -3.06996 3.58135 0.69090
H -1.87380 -0.15974 2.36099
H -3.33613 0.19931 4.28219
H -1.06262 3.82822 -2.52529
H -0.05824 3.31791 -4.72065
H 0.35367 0.94935 -5.37945
H -0.41279 -0.86203 -3.90764
Se -3.15357 -3.21852 4.35495
P -1.28584 -3.89551 3.63286
C -0.06673 -4.18183 4.95391
C 1.26041 -4.46045 4.63991
C 2.17971 -4.71086 5.64853
C 1.78058 -4.67312 6.97689
C 0.45659 -4.40078 7.29426
C -0.46768 -4.16118 6.28411
C -1.47097 -5.53398 2.82861
C -2.41253 -5.66885 1.80290
C -2.62456 -6.90189 1.21129
C -1.92239 -8.02100 1.64466
C -1.00901 -7.90166 2.67801
C -0.78499 -6.66200 3.27159
C -0.56085 -2.81553 2.38519
C 0.10013 -1.58699 2.30663
N 0.12131 -1.28332 0.98411
N -0.49678 -2.23536 0.30745
N -0.92283 -3.15891 1.12438
P 1.02879 -0.42409 3.34942
Se 1.93367 1.23732 2.15788
C 0.02469 0.08314 4.78135
C -0.58001 -0.82092 5.64768
C -1.30147 -0.36749 6.74062
C -1.41902 0.99690 6.97434
C -0.81867 1.90426 6.11257
C -0.09277 1.45106 5.01940
C 2.34845 -1.45696 4.07055
C 3.05699 -2.30320 3.21624
C 4.17958 -2.97798 3.66981
C 4.61779 -2.80121 4.97840
C 3.92860 -1.94636 5.82580
C 2.79960 -1.27357 5.37385
H 1.57805 -4.47325 3.60335
H 3.21019 -4.92360 5.39262
H 2.50413 -4.84629 7.76469
H 0.13915 -4.37123 8.33003
H -1.50367 -3.93685 6.51276
H -2.96306 -4.80230 1.46623
H -3.34154 -6.98611 0.40331
H -2.09127 -8.98497 1.17824
H -0.46293 -8.77000 3.02791
H -0.07329 -6.58541 4.08039
H -0.48976 -1.88185 5.46774
H -1.77989 -1.08230 7.40105
H -1.98519 1.35285 7.82683
H -0.92787 2.96890 6.27838
H 0.38035 2.14297 4.33165
H 2.73091 -2.41638 2.18781
H 4.72013 -3.63419 2.99790
H 5.49849 -3.32464 5.33222
H 4.27199 -1.79756 6.84314
H 2.26979 -0.59705 6.03404
O -3.10504 -0.64360 -0.94385
B -1.98260 -0.73383 -1.78642
O -1.90378 -2.04229 -2.31555
C -2.95645 -2.72051 -1.79059
C -3.35228 -4.01547 -2.02960
C -4.52932 -4.44775 -1.40863
C -5.26212 -3.59848 -0.58828
C -4.84721 -2.28426 -0.35132
C -3.68734 -1.87368 -0.96260
H -2.77337 -4.66396 -2.67572
H -4.87878 -5.45923 -1.57917
H -6.17554 -3.95648 -0.12969
H -5.40939 -1.61118 0.28351
O 3.95014 2.48024 -1.67305
Se 2.62611 2.79560 -0.79208
O 2.98175 2.84422 0.83391
O 1.57342 1.48439 -0.97859
O 1.84718 4.14339 -1.24905
```

Summary:
total charge = -2
orbital gap (spin up / spin down) = 4.72 / 6.32 eV
2S+1 = 5
LUMO (spin up / spin down) = 3.55 / 3.55 eV
M = 1096.35 u
HOMO (spin up / spin down) = -0.0429 / -0.1019 hartree

Mulliken atomic charge list, values in e, 5 entries:
1 Co 0.159
2 C -0.649
3 C -0.603
4 C -0.643
5 C -0.546

> M of number 2 (C44H33BCoN5O6P2Se3)?

1096.35 u